1.
{"formula": "C11H24Cl6N2O7", "method": "ωB97M-V/def2-TZVPD", "elements": ["Cl", "C", "C", "Cl", "H", "H", "H", "H", "Cl", "C", "C", "Cl", "H", "H", "H", "H", "Cl", "C", "C", "Cl", "H", "H", "H", "H", "C", "N", "O", "O", "H", "H", "H", "C", "N", "O", "O", "H", "H", "H", "C", "O", "C", "O", "O", "C", "H", "H", "H", "H", "H", "H"], "xyz": [[-13.742, 1.211, 5.468], [-14.143, 1.308, 7.212], [-15.582, 1.703, 7.418], [-16.740, 0.408, 7.068], [-13.542, 2.162, 7.528], [-13.772, 0.434, 7.736], [-15.773, 2.541, 6.750], [-15.865, 1.992, 8.428], [-20.736, -8.047, 5.403], [-19.225, -7.204, 5.037], [-18.981, -6.017, 5.927], [-19.414, -4.464, 5.093], [-19.194, -6.890, 3.993], [-18.439, -7.956, 5.089], [-17.919, -5.975, 6.166], [-19.519, -6.045, 6.869], [-23.747, 2.221, 4.844], [-23.930, 2.450, 3.098], [-22.607, 2.906, 2.513], [-22.513, 2.648, 0.770], [-24.716, 3.164, 2.864], [-24.208, 1.468, 2.722], [-21.741, 2.466, 2.999], [-22.447, 3.967, 2.722], [-23.260, -4.704, 5.591], [-23.003, -3.454, 6.379], [-22.719, -2.474, 5.729], [-23.061, -3.497, 7.580], [-22.250, -5.107, 5.521], [-23.495, -4.420, 4.570], [-23.992, -5.347, 6.060], [-19.470, -0.918, 4.735], [-20.359, 0.004, 3.953], [-19.862, 0.953, 3.383], [-21.558, -0.174, 4.068], [-20.025, -1.817, 4.983], [-19.225, -0.378, 5.644], [-18.656, -1.143, 4.053], [-23.994, -5.612, 0.438], [-23.748, -4.275, 0.870], [-24.761, -3.427, 0.685], [-25.764, -3.621, 0.076], [-24.549, -2.273, 1.334], [-23.408, -1.980, 2.114], [-24.921, -5.997, 0.860], [-23.192, -6.248, 0.811], [-23.986, -5.666, -0.650], [-22.773, -1.309, 1.533], [-22.841, -2.868, 2.394], [-23.631, -1.463, 3.046]], "lumo_ev": 0.3, "de_lowest_kcal_mol": 11.5}

=====

2.
{"formula": "C11H24ClCuN2O9", "method": "ωB97M-V/def2-TZVPD", "elements": ["Cu", "Cl", "O", "O", "O", "O", "C", "C", "C", "C", "C", "C", "N", "O", "C", "C", "C", "H", "H", "H", "H", "H", "H", "H", "H", "H", "H", "H", "H", "H", "H", "H", "H", "H", "H", "N", "O", "O", "O", "C", "C", "O", "H", "H", "H", "H", "H", "H"], "xyz": [[-1.790, 0.001, -0.591], [-4.026, 2.181, 1.096], [-3.054, 2.240, 0.007], [-3.501, 2.953, 2.204], [-5.269, 2.759, 0.624], [-4.255, 0.824, 1.503], [-0.153, -2.623, -0.694], [0.786, -1.887, 0.261], [2.042, -1.562, -0.579], [3.013, -0.616, 0.114], [2.276, 0.646, 0.536], [1.000, 0.361, 1.348], [0.205, -0.639, 0.678], [-1.045, -0.779, 1.330], [0.228, 1.667, 1.418], [1.471, -0.008, 2.775], [1.167, -2.876, 1.376], [0.392, -3.388, -1.256], [-0.654, -1.942, -1.390], [-0.969, -3.112, -0.157], [1.673, -1.100, -1.501], [2.557, -2.495, -0.832], [3.845, -0.370, -0.558], [3.457, -1.115, 0.982], [2.045, 1.301, -0.306], [2.970, 1.258, 1.134], [0.868, 2.435, 1.871], [-0.673, 1.576, 2.022], [-0.060, 2.022, 0.424], [1.604, 0.891, 3.386], [2.435, -0.526, 2.769], [0.759, -0.647, 3.300], [1.714, -2.386, 2.186], [1.804, -3.683, 1.005], [0.279, -3.266, 1.877], [-3.825, -2.425, -1.272], [-3.733, -2.762, -0.090], [-3.224, -1.390, -1.700], [-4.509, -3.091, -2.082], [0.685, 3.223, -2.364], [0.362, 1.773, -2.701], [-0.975, 1.460, -2.343], [0.277, 3.874, -3.136], [1.753, 3.384, -2.209], [0.179, 3.449, -1.424], [1.031, 1.053, -2.244], [0.438, 1.615, -3.787], [-1.603, 1.742, -3.010]], "lumo_ev": 4.7, "total_charge": -2, "de_lowest_kcal_mol": 0.0}

=====

3.
{"formula": "C11H24ClMgN3O5", "method": "ωB97M-V/def2-TZVPD", "elements": ["Mg", "C", "C", "O", "O", "H", "H", "H", "Cl", "C", "O", "N", "C", "C", "H", "H", "H", "H", "H", "H", "H", "C", "O", "N", "C", "C", "H", "H", "H", "H", "H", "H", "H", "C", "O", "N", "C", "C", "H", "H", "H", "H", "H", "H", "H"], "xyz": [[1.259, 0.521, 1.355], [-0.834, 2.247, 4.240], [-0.073, 1.581, 3.123], [0.380, 2.246, 2.147], [0.202, 0.344, 3.103], [-1.262, 3.181, 3.877], [-0.094, 2.499, 4.998], [-1.661, 1.630, 4.582], [3.427, 0.935, 1.937], [-2.044, -0.119, 0.263], [-0.864, 0.067, 0.456], [-2.551, -0.541, -0.916], [-3.985, -0.645, -1.067], [-1.770, -0.639, -2.132], [-2.811, -0.014, 1.036], [-4.613, -0.599, -0.176], [-4.267, -1.617, -1.485], [-4.351, 0.156, -1.715], [-0.735, -0.418, -1.903], [-1.843, -1.672, -2.477], [-2.168, 0.031, -2.893], [1.550, 1.548, -1.690], [1.512, 1.230, -0.522], [1.692, 2.826, -2.054], [1.767, 3.193, -3.448], [1.778, 3.903, -1.094], [1.455, 0.862, -2.536], [2.710, 3.666, -3.738], [0.968, 3.888, -3.709], [1.722, 2.371, -4.167], [2.815, 4.139, -0.867], [1.188, 4.782, -1.354], [1.307, 3.608, -0.151], [1.055, -2.475, 1.546], [1.424, -1.414, 1.059], [0.857, -3.594, 0.846], [0.762, -4.876, 1.488], [0.819, -3.601, -0.608], [0.812, -2.576, 2.613], [0.772, -4.817, 2.573], [1.513, -5.613, 1.184], [-0.164, -5.379, 1.175], [0.810, -2.575, -0.961], [1.642, -4.185, -1.019], [-0.110, -4.088, -0.915]], "lumo_ev": 0.2, "de_lowest_kcal_mol": 16.1}

=====

4.
{"formula": "C11H24FNO", "method": "ωB97M-V/def2-TZVPD", "elements": ["C", "C", "C", "C", "C", "C", "C", "C", "C", "C", "C", "N", "O", "F", "H", "H", "H", "H", "H", "H", "H", "H", "H", "H", "H", "H", "H", "H", "H", "H", "H", "H", "H", "H", "H", "H", "H", "H"], "xyz": [[-2.420, -0.089, -1.272], [-2.137, -0.930, -0.069], [-3.787, 1.558, -2.574], [3.169, 0.254, -1.803], [4.059, 0.723, 1.992], [-2.834, -1.867, 2.009], [-3.547, 0.701, -1.402], [-0.592, -1.309, 0.124], [0.306, -0.161, -0.235], [1.807, -0.451, 0.246], [2.841, 0.575, -0.292], [4.159, 0.546, 0.487], [-3.048, -1.119, 0.794], [-4.081, 0.537, 1.909], [-1.747, -0.166, -2.090], [-4.270, 2.582, -2.285], [-2.869, 1.586, -3.264], [-4.631, 1.178, -3.124], [2.298, -0.034, -2.365], [3.634, 1.137, -2.292], [3.753, -0.717, -1.854], [4.995, 1.124, 2.403], [3.218, 1.300, 2.364], [3.706, -0.241, 2.450], [-2.642, -2.914, 1.897], [-2.238, -1.382, 2.827], [-3.885, -1.793, 2.392], [-4.077, 1.040, -0.417], [-4.794, 0.570, 2.447], [-0.485, -2.171, -0.525], [-0.345, -1.755, 1.115], [0.351, 0.180, -1.341], [0.091, 0.711, 0.285], [2.140, -1.492, -0.087], [1.837, -0.396, 1.337], [2.452, 1.569, -0.257], [4.856, 1.343, 0.210], [4.760, -0.226, 0.259]], "lumo_ev": -7.0, "total_charge": 2, "de_lowest_kcal_mol": 0.0}

=====

5.
{"formula": "C11H24N2O7P", "method": "ωB97M-V/def2-TZVPD", "elements": ["C", "C", "O", "O", "C", "C", "C", "C", "O", "P", "O", "O", "O", "C", "C", "N", "H", "H", "H", "H", "H", "H", "H", "H", "H", "H", "H", "H", "H", "H", "H", "H", "C", "C", "O", "N", "C", "H", "H", "H", "H", "H", "H", "H", "H"], "xyz": [[-2.332, 3.503, -1.687], [-3.255, 2.807, -0.719], [-4.393, 2.474, -1.029], [-2.753, 2.508, 0.521], [-2.289, 3.634, 1.257], [-1.572, 3.156, 2.496], [-0.095, 2.839, 2.280], [0.129, 1.450, 1.695], [1.117, 1.533, 0.631], [0.832, 0.654, -0.641], [-0.329, 1.090, -1.404], [0.663, -0.868, -0.176], [2.211, 0.590, -1.373], [2.434, 1.580, -2.395], [1.827, 1.238, -3.719], [1.306, 0.147, -4.064], [-2.703, 4.492, -1.901], [-2.264, 2.913, -2.582], [-1.342, 3.589, -1.266], [-1.640, 4.274, 0.669], [-3.140, 4.229, 1.572], [-2.108, 2.327, 2.939], [-1.631, 3.972, 3.205], [0.430, 2.927, 3.218], [0.312, 3.559, 1.586], [-0.797, 1.009, 1.352], [0.561, 0.818, 2.458], [-0.268, -1.004, 0.013], [2.124, 2.563, -2.063], [3.505, 1.624, -2.533], [1.898, 2.022, -4.460], [1.309, -0.499, -3.272], [-0.318, -6.109, 1.229], [0.318, -4.813, 1.582], [0.040, -4.097, 2.483], [1.413, -4.257, 0.673], [2.189, -5.184, -0.206], [-0.904, -6.438, 2.081], [-0.977, -5.970, 0.368], [0.424, -6.871, 0.990], [0.947, -3.524, 0.120], [2.001, -3.710, 1.311], [2.946, -4.604, -0.726], [1.513, -5.637, -0.924], [2.663, -5.938, 0.414]], "lumo_ev": -3.9, "total_charge": 1}

=====

6.
{"formula": "C11H24N4", "method": "ωB97M-V/def2-TZVPD", "elements": ["C", "C", "C", "C", "C", "C", "C", "C", "C", "C", "C", "N", "N", "N", "N", "H", "H", "H", "H", "H", "H", "H", "H", "H", "H", "H", "H", "H", "H", "H", "H", "H", "H", "H", "H", "H", "H", "H", "H"], "xyz": [[0.279, 2.926, 0.373], [-2.418, 0.504, 0.071], [0.037, 0.567, 0.084], [2.843, 1.367, 1.025], [2.635, 1.204, -1.601], [2.155, -1.982, 1.145], [1.256, -2.339, -1.266], [-4.764, 0.703, -0.120], [-3.664, -1.449, 0.396], [2.523, 0.486, -0.239], [1.077, -1.609, 0.094], [-0.005, 1.896, -0.229], [-3.597, -0.018, 0.120], [1.152, -0.132, -0.019], [-1.196, -0.037, 0.031], [0.644, 2.901, 1.482], [0.123, 3.862, -0.132], [-2.396, 1.545, -0.117], [2.756, 2.343, 0.653], [2.161, 1.287, 1.815], [3.778, 1.302, 1.535], [2.374, 0.628, -2.537], [3.619, 1.715, -1.780], [1.847, 2.073, -1.504], [2.004, -3.030, 1.358], [3.044, -1.657, 0.659], [2.051, -1.424, 2.057], [2.270, -2.088, -1.512], [0.628, -2.225, -2.129], [1.173, -3.395, -0.952], [-4.753, 1.766, 0.001], [-5.389, 0.253, -1.021], [-5.420, 0.401, 0.697], [-4.133, -1.833, -0.499], [-2.728, -1.873, 0.547], [-4.211, -1.534, 1.293], [3.238, -0.250, -0.287], [0.079, -1.878, 0.567], [-1.071, -0.976, -0.059]], "lumo_ev": -7.7, "total_charge": 2, "de_lowest_kcal_mol": 10.5}

=====

In the order shown, the computed calculated total energy values come out to -104237.8537, -90354.8327, -44476.6964, -18033.0037, -38392.9984, -17737.9787 eV.